This record from the Open Molecules 2025 dataset describes C12H24MnN4O4S4 as an isolated structure in a non-equilibrium geometry. The level of theory is ωB97M-V with the def2-TZVPD basis set.

LUMO energy (alpha / beta): -3.40 / -1.14 eV
frontier orbital gap (alpha / beta): 5.13 / 7.49 eV
E: -101641.9484 eV
expectation value of S²: 1.1539

Structure (ORCA input):
```
! wB97M-V def2-TZVPD RIJCOSX def2/J DEFGRID3
* xyz 0 2
S -0.202 2.663 2.173
H 5.120 2.241 0.479
C -3.813 -1.502 -0.573
H -0.291 -2.058 1.441
H 1.013 -0.093 -4.879
O 0.324 1.241 2.399
S 1.583 -0.524 -0.282
C -3.544 -1.454 1.781
H 0.006 -1.064 -3.671
C -1.460 -1.491 -0.839
C -2.520 0.212 0.443
N -2.632 -2.357 -0.723
C -2.486 -3.147 0.504
H 3.550 -1.808 -0.115
H -4.426 -2.087 1.902
H -2.620 0.841 -0.443
N -1.294 -0.599 0.321
H -0.571 -2.117 -0.935
S 3.093 1.482 1.525
O -1.187 3.065 3.113
Mn 1.061 1.436 0.576
C -0.100 1.025 -3.488
H 3.335 -0.769 2.071
C -1.188 -1.441 1.525
H 0.210 1.994 -3.858
C 3.773 -0.177 1.268
N -2.355 -2.309 1.695
H 4.044 3.287 -1.624
H -3.452 -0.807 2.656
O -0.632 2.493 0.705
S 1.800 2.605 -1.170
H 3.965 -0.300 -0.872
H -4.696 -2.136 -0.466
C 4.066 2.506 0.388
H -1.599 -3.779 0.413
H -1.087 -0.789 2.392
H -3.362 -3.789 0.615
C 0.327 -0.098 -4.042
H -2.428 0.859 1.313
O 1.037 3.463 2.064
H -3.927 -0.893 -1.472
C 3.596 2.468 -1.063
H 4.853 -0.141 1.424
H 3.948 3.519 0.773
H 3.867 1.544 -1.569
H -1.560 -0.882 -1.740
C 3.365 -0.732 -0.076
N -3.716 -0.620 0.589
H -0.787 1.020 -2.651
*
```


This record from the Open Molecules 2025 dataset describes a 2-piece molecular cluster, C12H24N overall in a non-equilibrium geometry. The level of theory is ωB97M-V with the def2-TZVPD basis set.

LUMO energy (alpha / beta): -4.47 / -4.47 eV
frontier orbital gap (alpha / beta): 7.04 / 7.04 eV
energy relative to the best compared isomer or geometry (same formula, charge and spin): 604.0 kJ/mol
E: -14309.5778 eV

Structure (ORCA input):
```
! wB97M-V def2-TZVPD RIJCOSX def2/J DEFGRID3
* xyz 1 1
C -2.098 -1.712 0.254
H -1.409 -2.839 -1.786
C 3.843 0.498 0.459
H -1.981 2.548 0.135
H 4.119 1.476 0.974
C -0.787 -0.996 0.531
H 4.339 -0.467 0.803
C 2.246 -2.453 0.611
N -1.976 -0.211 -0.115
H 1.679 3.320 -1.318
H 2.546 -2.803 -0.399
H -2.594 0.906 -1.742
H 0.438 1.400 0.111
H -3.022 0.117 1.742
H -2.384 -3.714 -0.640
H 1.742 2.147 1.129
C -2.204 1.940 0.987
H -2.823 2.489 1.665
H 2.985 -2.648 1.328
H -3.828 0.881 0.231
C 2.081 -0.961 0.685
C -2.158 -2.664 -0.966
C -1.771 0.169 -1.527
H 4.235 0.684 -0.464
H -3.186 -2.349 -1.553
H 1.276 -3.070 0.774
H -2.743 -1.861 1.093
H -0.694 -0.670 1.605
C 2.384 0.271 0.434
C 1.564 1.506 0.290
H 3.072 2.567 -0.991
H -0.826 0.675 -1.504
C -2.833 0.622 0.700
H -1.801 -0.719 -2.219
C 2.027 2.298 -0.967
H -1.283 1.857 1.565
H 1.828 1.765 -1.915
*
```


This record from the Open Molecules 2025 dataset describes a 3-piece molecular cluster, C12H24N2O2Si overall. The level of theory is ωB97M-V with the def2-TZVPD basis set.

LUMO energy: 0.76 eV
frontier orbital gap: 11.09 eV
E: -27785.0025 eV
SMILES string: CC(=O)OCC[SiH3].CCCC#N.CCCC#N

Structure (ORCA input):
```
! wB97M-V def2-TZVPD RIJCOSX def2/J DEFGRID3
* xyz 0 1
C -0.704 -3.160 -2.287
H 6.091 2.641 3.759
O 3.576 1.287 3.174
H -5.276 0.433 -2.512
H -4.039 1.898 -4.152
H 1.565 2.240 5.079
H 1.221 -0.226 3.497
H 1.155 3.434 3.853
H 0.741 1.303 1.665
C 3.109 2.576 3.623
C -4.130 -0.056 -5.018
H 0.520 -3.760 -0.613
H 3.717 2.889 4.475
C -0.843 -2.241 0.077
Si 0.701 1.101 3.120
C -0.509 -3.450 -0.805
H -3.762 0.279 -5.989
N 0.667 -0.183 -0.462
H -5.220 -0.094 -5.072
C -3.678 0.898 -3.906
C 4.843 0.929 3.548
H -0.714 -2.481 1.134
H 5.653 2.279 2.086
H -0.032 -2.369 -2.624
H -2.587 0.946 -3.900
H -1.727 -2.849 -2.501
O 5.028 -0.049 4.203
C -3.638 -1.416 -4.797
H -3.797 -0.495 -2.248
H -3.869 1.200 -1.772
H -0.705 1.165 3.591
H -1.884 -1.945 -0.070
H -0.501 -4.047 -2.886
C 1.643 2.471 4.012
C -4.185 0.485 -2.531
H 3.240 3.291 2.806
C -0.002 -1.083 -0.225
N -3.222 -2.470 -4.627
C 5.934 1.835 3.038
H 6.855 1.267 2.939
H -1.152 -4.275 -0.497
*
```


This record from the Open Molecules 2025 dataset describes the molecule C12H24N2O3 in a non-equilibrium geometry. The level of theory is ωB97M-V with the def2-TZVPD basis set.

LUMO energy: 0.44 eV
frontier orbital gap: 10.00 eV
energy relative to the best compared isomer or geometry (same formula, charge and spin): 145.0 kJ/mol
E: -21956.2058 eV
SMILES string: CC[C@H](C)[C@H](N)C(=O)N[C@H](C(=O)O)[C@@H](C)CC

Structure (ORCA input):
```
! wB97M-V def2-TZVPD RIJCOSX def2/J DEFGRID3
* xyz 0 1
H -3.950 -0.969 -1.562
C -1.437 2.107 -0.125
H -0.933 -0.442 -2.260
H 2.947 -0.741 2.142
H 3.303 -1.929 -0.610
H -3.652 0.380 1.138
H -2.269 0.773 2.247
H 1.342 2.447 1.168
H 2.590 2.480 -1.331
C 2.392 0.586 0.503
H 2.792 0.056 -1.469
N -0.481 0.264 -1.625
H 3.924 -2.581 0.886
C -3.765 -1.705 -0.748
N 1.740 1.927 -1.557
H -1.615 -2.127 -0.864
C -2.718 0.008 1.599
O -2.286 2.603 0.624
H -0.773 -0.683 0.818
H 1.940 1.379 2.492
C 2.646 -0.821 1.086
O 0.758 -1.533 -1.279
C -2.363 -1.717 -0.172
H -2.924 -0.903 2.200
C 1.941 0.540 -0.971
C 0.710 -0.324 -1.250
H 0.483 0.969 1.563
C -1.802 -0.449 0.430
O -0.488 2.904 -0.678
H -4.166 -2.687 -1.026
C 3.720 -1.636 0.366
H 0.172 2.429 -1.203
H 1.649 -1.298 1.076
H -2.446 0.682 -1.288
H 3.366 1.128 0.441
H 1.747 1.749 -2.580
C -1.521 0.652 -0.662
C 1.513 1.398 1.462
H -2.295 -2.452 0.680
H 4.673 -1.109 0.320
H -4.466 -1.356 0.021
*
```


This record from the Open Molecules 2025 dataset describes the molecule C12H24N2O3 in a non-equilibrium geometry. The level of theory is ωB97M-V with the def2-TZVPD basis set.

LUMO energy: 0.45 eV
frontier orbital gap: 10.20 eV
energy relative to the best compared isomer or geometry (same formula, charge and spin): 560.6 kJ/mol
E: -21951.8979 eV
SMILES string: CC[C@H](C)[C@H](N)C(=O)N[C@H](C(=O)O)[C@@H](C)CC

Structure (ORCA input):
```
! wB97M-V def2-TZVPD RIJCOSX def2/J DEFGRID3
* xyz 0 1
C -2.536 1.512 0.143
C 0.850 0.421 -0.299
H -0.956 -1.511 -2.294
C -1.825 2.595 4.152
C -1.066 1.965 2.866
H 1.812 0.266 -2.854
H 4.029 -0.703 -4.246
H 4.330 -0.981 -2.519
H -1.491 3.604 4.275
H -1.194 2.749 1.980
H -2.680 0.413 2.695
H -1.320 2.162 5.180
C 0.913 -2.832 -2.187
H 1.682 -3.212 -2.888
H 0.879 -3.334 -1.234
H -0.221 -1.288 -0.170
C 1.438 -1.501 -1.599
O -2.542 1.229 -1.208
N -0.691 -0.503 -2.056
H -1.412 -1.524 3.124
N -0.172 1.172 0.377
H 0.312 -0.688 2.214
H 0.099 1.913 3.106
C -1.479 0.736 0.839
C 0.336 -0.752 -0.983
H -1.783 0.679 -1.395
H -0.253 -0.047 -2.769
H -0.345 -0.133 4.116
O 1.955 1.004 -0.498
H -1.590 -0.167 0.310
H 1.649 -1.242 -3.744
C 3.606 -1.234 -3.301
C -0.673 -0.507 2.971
C -1.552 0.572 2.414
H 0.313 2.029 0.591
O -3.434 2.178 0.684
H -0.141 -2.628 -2.743
H 2.248 -1.745 -0.804
H -2.795 2.501 4.172
H 3.545 -2.305 -3.542
C 2.152 -0.866 -2.878
*
```


This record from the Open Molecules 2025 dataset describes the molecule C12H24N2O3 in a non-equilibrium geometry. The level of theory is ωB97M-V with the def2-TZVPD basis set.

LUMO energy: 0.37 eV
frontier orbital gap: 9.20 eV
energy relative to the best compared isomer or geometry (same formula, charge and spin): 514.4 kJ/mol
E: -21952.3767 eV
SMILES string: CC(C)C[C@H](NC(=O)[C@@H](N)CC(C)C)C(=O)O

Structure (ORCA input):
```
! wB97M-V def2-TZVPD RIJCOSX def2/J DEFGRID3
* xyz 0 1
H -1.401 -0.594 -3.856
O 1.320 0.148 -2.757
H 2.183 0.511 1.730
H 1.725 2.867 0.362
H -2.433 1.415 1.687
H 3.411 2.182 3.346
H -2.667 -2.696 -3.941
C 2.198 2.671 1.386
H -4.338 -0.573 -3.278
H -1.439 -3.096 -2.912
C 1.194 -0.226 -1.525
H -0.034 2.239 2.758
H 2.500 0.522 3.954
H 2.101 0.574 -2.815
O 2.188 -0.281 -0.737
H -3.579 0.619 -1.757
H -3.013 -2.582 -2.040
O 0.268 -1.659 2.353
C -2.337 -2.381 -2.907
H -1.193 0.857 -1.498
H -0.001 -1.885 -1.819
N -1.928 0.489 1.705
H 0.691 -2.326 0.247
H 2.121 3.803 1.814
C -0.452 0.571 1.439
C -0.044 -0.978 -1.244
C -2.070 -0.819 -2.836
C 0.316 1.260 2.556
H 0.205 0.550 3.428
N 0.037 -1.446 0.147
C 1.830 1.484 2.160
H -2.158 -0.046 2.549
H -1.852 -0.501 -0.762
H 3.292 2.464 1.178
C 2.431 1.603 3.535
H -0.285 1.068 0.527
C -1.346 -0.287 -1.627
C 0.038 -0.985 1.351
C -3.360 0.161 -2.844
H 1.821 2.222 4.270
H -3.020 0.999 -3.680
*
```


This record from the Open Molecules 2025 dataset describes C12H24N8O2STc as an isolated structure. The level of theory is ωB97M-V with the def2-TZVPD basis set.

LUMO energy (alpha / beta): -14.01 / -15.97 eV
frontier orbital gap (alpha / beta): 6.31 / 4.37 eV
E: -41835.2454 eV
expectation value of S²: 0.9156

Structure (ORCA input):
```
! wB97M-V def2-TZVPD RIJCOSX def2/J DEFGRID3
* xyz 4 2
H -2.686 1.015 4.694
H -0.142 5.296 -1.675
H 2.505 -4.258 -3.196
H 1.969 -1.209 4.483
H 0.294 -1.308 5.043
N 1.197 -1.542 -1.874
N -1.161 0.795 -2.258
N 2.451 -3.313 -2.827
N -1.020 -2.876 -1.836
N 2.140 -0.573 -1.631
C 0.786 3.352 -4.270
H 2.321 0.744 2.823
H 3.314 -2.780 -2.810
H -0.922 1.197 4.671
S -1.035 -1.117 1.061
C 1.335 -2.806 -2.384
N 0.596 -0.350 3.181
H -1.995 1.068 -1.725
H 0.088 -4.408 -2.754
C 0.198 2.101 -3.847
H -1.681 -0.099 5.645
H -1.170 3.211 -0.965
H 0.291 1.257 -4.521
H -1.566 0.373 -3.097
H -1.737 -2.876 -2.565
H 1.182 0.241 5.144
H -3.461 -1.287 4.234
N -1.711 -0.410 3.543
H 1.115 5.445 -3.826
O 1.532 0.338 -0.981
H -3.658 -0.388 2.718
C -0.646 -0.521 2.783
C 0.679 4.510 -3.497
O 3.265 -0.593 -1.970
C -0.607 3.193 -1.892
C -1.737 0.483 4.728
C -0.488 2.028 -2.665
H 1.286 0.552 1.415
H 2.274 -0.828 2.005
C -0.011 4.432 -2.316
H -1.353 -3.503 -1.099
C -3.007 -1.064 3.271
H -2.869 -2.003 2.744
H 1.305 3.358 -5.223
N 0.162 -3.461 -2.392
Tc -0.333 -0.791 -0.943
C 1.028 -0.667 4.566
C 1.681 0.044 2.288
*
```


This record from the Open Molecules 2025 dataset describes an isolated ion of composition C12H24NO and charge +1 in a non-equilibrium geometry. The level of theory is ωB97M-V with the def2-TZVPD basis set.

LUMO energy: -3.44 eV
frontier orbital gap: 10.75 eV
energy relative to the best compared isomer or geometry (same formula, charge and spin): 0.0 kJ/mol
E: -16363.1146 eV
SMILES string: CCC1=[N+](CC)CC(CC)(CC)[C@H]1O

Structure (ORCA input):
```
! wB97M-V def2-TZVPD RIJCOSX def2/J DEFGRID3
* xyz 1 1
C 2.287 -1.584 -0.193
H 2.302 -2.231 1.896
C -0.134 -1.064 0.350
C -2.150 0.287 1.020
H 2.219 -1.998 -1.239
H -3.694 1.701 1.685
H -2.293 2.430 0.950
H -0.586 1.458 1.823
H 3.460 0.728 -0.925
H 2.832 2.181 -0.184
H -0.164 2.215 -0.525
H -2.325 -1.733 -0.744
C 0.093 1.239 0.069
N 1.229 -0.634 -0.067
H 1.521 -3.392 0.800
H -0.221 -2.087 -0.042
H -3.611 1.545 -0.001
C 2.343 -2.644 0.909
O 0.327 1.582 1.428
C -2.633 -1.109 -1.578
C 1.408 0.589 -0.316
H 1.715 1.471 -2.840
H -1.589 0.113 1.976
H -2.427 -1.623 -2.609
C -1.704 0.108 -1.363
H -2.871 -0.577 0.808
C -2.975 1.556 0.924
H -3.621 -0.787 -1.488
H -0.819 -0.095 -2.060
C -1.037 0.126 -0.012
H 1.641 2.944 -2.136
H 3.076 2.596 -2.701
H 3.222 -3.334 0.698
H 0.024 -1.179 1.393
H 3.268 -1.117 -0.164
H -2.186 1.038 -1.645
C 2.249 2.117 -2.196
C 2.576 1.400 -0.911
*
```


This record from the Open Molecules 2025 dataset describes C12H24O10Zr as an isolated structure in a non-equilibrium geometry. The level of theory is ωB97M-V with the def2-TZVPD basis set.

LUMO energy: 7.71 eV
frontier orbital gap: 1.83 eV
energy relative to the best compared isomer or geometry (same formula, charge and spin): 0.0 kJ/mol
E: -34573.7415 eV

Structure (ORCA input):
```
! wB97M-V def2-TZVPD RIJCOSX def2/J DEFGRID3
* xyz -4 1
C 1.166 1.331 2.612
H 3.969 0.960 1.298
H 2.657 1.979 -1.436
O -3.394 -2.207 -3.725
H 0.581 0.956 4.634
H -2.795 3.754 0.400
H 2.417 0.685 0.638
C 0.598 1.787 3.923
C -3.188 1.607 1.281
H -4.183 1.158 1.122
H -3.637 2.631 -0.594
H 2.312 -1.534 1.762
C 2.102 1.174 -1.989
C 0.428 -2.791 0.541
C -2.852 2.669 0.189
H 3.983 -1.237 2.437
H 1.792 2.485 -3.781
H -2.748 -1.857 -0.875
C 3.036 0.424 1.504
H -4.675 -2.261 -2.118
C -2.990 -0.999 -1.539
C -3.932 -1.595 -2.643
O 0.988 0.859 -1.228
H -3.597 -0.266 -0.952
H 1.207 -4.610 -0.431
O -1.727 2.315 -0.586
Zr -0.731 0.455 -0.060
C 1.122 -3.496 -0.625
C 2.103 1.415 -3.524
H -3.367 2.173 2.232
H 3.685 -1.402 0.658
O 0.524 1.242 1.614
H 3.195 1.512 -3.858
O 2.432 0.977 2.700
O -2.251 0.587 1.502
H -0.432 2.120 3.844
H -4.517 -0.762 -3.138
O 0.015 -1.462 0.515
H -0.433 -3.398 0.891
H 2.211 -3.152 -0.650
O -1.758 -0.402 -1.878
O 0.659 -3.309 -1.835
H 1.125 -2.904 1.413
H 2.859 0.361 -1.892
C 3.285 -1.066 1.613
H 1.287 2.527 4.334
O 1.468 0.569 -4.297
*
```


This record from the Open Molecules 2025 dataset describes a 4-piece molecular cluster, C12H24O12 overall in a non-equilibrium geometry. The level of theory is ωB97M-V with the def2-TZVPD basis set.

LUMO energy: 0.63 eV
frontier orbital gap: 11.56 eV
energy relative to the best compared isomer or geometry (same formula, charge and spin): 61.6 kJ/mol
E: -37402.7331 eV
SMILES string: COC(=O)OC.COC(=O)OC.COC(=O)OC.COC(=O)OC

Structure (ORCA input):
```
! wB97M-V def2-TZVPD RIJCOSX def2/J DEFGRID3
* xyz 0 1
H -0.665 2.818 2.005
C -2.639 0.667 3.120
C 2.270 -1.503 -2.107
C 4.391 -1.009 -2.920
H -4.817 -0.090 0.152
H -4.320 -5.301 -3.206
O -0.940 0.012 1.141
C 6.604 -0.445 -3.356
H 6.541 -0.989 -4.296
H -0.810 -2.320 -0.701
H -2.071 0.557 4.038
H 2.498 6.482 4.455
H 0.220 -2.114 0.761
H -3.196 -0.299 -0.467
C 0.228 3.232 1.547
H -3.676 0.892 3.381
O -1.778 -2.073 1.169
C -1.714 -0.809 1.558
H -2.687 -4.676 -2.822
O 5.306 -0.041 -2.948
H 7.226 0.440 -3.440
H -0.658 -3.609 0.382
H 7.072 -1.077 -2.597
H -4.458 0.114 -1.605
O 1.272 4.854 4.516
H -3.709 -3.824 -3.985
H 2.613 -2.523 -1.984
O 3.339 -0.569 -2.243
O -4.533 -1.832 -0.898
O -2.819 -1.984 -2.358
C -0.713 -2.518 0.371
H 1.660 -1.147 -1.278
C -3.805 -2.431 -1.828
C 0.461 4.169 3.710
O -0.600 3.761 4.077
H 1.604 -1.429 -2.971
C 2.450 5.460 4.066
C -3.717 -4.414 -3.066
O -4.293 -3.647 -2.018
H -0.115 3.889 0.748
H 3.345 4.959 4.435
O -2.669 -0.589 2.451
O 4.492 -2.081 -3.452
H -2.327 1.511 2.511
H 0.856 2.430 1.176
C -4.254 -0.454 -0.698
H 2.544 5.560 2.988
O 0.992 3.992 2.489
*
```


This record from the Open Molecules 2025 dataset describes a 3-piece molecular cluster, C12H24O3 overall in a non-equilibrium geometry. The level of theory is ωB97M-V with the def2-TZVPD basis set.

LUMO energy: 0.84 eV
frontier orbital gap: 10.30 eV
energy relative to the best compared isomer or geometry (same formula, charge and spin): 185.2 kJ/mol
E: -18973.6887 eV
SMILES string: C1CCOC1.C1CCOC1.C1CCOC1

Structure (ORCA input):
```
! wB97M-V def2-TZVPD RIJCOSX def2/J DEFGRID3
* xyz 0 1
H 4.017 0.372 -2.245
O -1.258 2.078 4.165
H 4.328 0.384 -3.995
H 1.304 -1.834 -2.775
H -0.338 0.008 -1.840
H -0.278 0.471 3.397
C 1.797 -1.508 -3.688
H -2.758 -0.559 2.790
H 3.937 -1.804 -4.196
H 1.655 -0.257 -0.593
H -1.060 1.533 2.185
C -0.557 0.123 -0.778
H -4.248 0.962 4.371
H -0.489 -2.158 1.689
C 1.521 -0.045 -4.145
C -3.489 1.334 3.686
C -2.428 0.257 3.442
H -1.075 1.067 -0.620
H 0.478 0.191 -3.920
H 1.629 0.085 -5.225
C -1.169 1.044 3.156
H -3.975 1.638 2.759
H -2.092 -0.793 0.434
C 3.611 0.102 -3.216
H -2.253 -0.288 4.375
C -2.617 2.471 4.278
O 0.687 -0.522 1.135
H 1.657 -2.262 -4.459
H 0.568 -2.386 0.387
H -2.935 2.636 5.305
H 3.634 -1.975 -2.559
C -0.130 -1.630 0.797
C -1.219 -1.105 -0.131
H -2.753 3.374 3.678
C 3.313 -1.366 -3.412
C 0.802 0.223 -0.088
O 2.393 0.822 -3.442
H -1.388 -1.903 -0.854
H 1.178 1.219 0.150
*
```